1.
Below is a gas-phase ion, C8H19N4 (charge +1) in a non-equilibrium geometry, with properties calculated with the ωB97M-V functional and the def2-TZVPD basis.

XYZ file:
```
31
C8H19N4 (the ωB97M-V functional and the def2-TZVPD basis)
C -3.208 2.161 -0.222
C -1.752 2.317 -0.245
N -0.967 1.143 0.210
C -1.405 0.496 1.431
C -0.412 -0.656 1.441
C 0.851 -0.164 0.719
N 1.215 -0.851 -0.440
C 0.221 -1.029 -1.526
C 2.321 -1.796 -0.431
N 2.332 -2.760 -1.309
N 3.331 -1.707 0.432
C 0.431 1.225 0.334
H -3.625 1.347 -0.655
H -3.474 2.105 0.836
H -3.733 2.997 -0.522
H -1.510 2.371 -1.279
H -1.362 3.273 0.137
H -2.441 0.161 1.338
H -1.321 0.992 2.379
H -0.153 -1.197 2.359
H -0.944 -1.490 0.874
H 1.730 -0.227 1.275
H -0.559 -1.823 -1.387
H 0.825 -1.084 -2.459
H -0.417 -0.076 -1.492
H 3.185 -3.178 -1.592
H 1.640 -2.694 -2.098
H 4.149 -2.207 0.264
H 3.312 -1.160 1.193
H 0.816 2.014 1.015
H 0.925 1.496 -0.579
```

Properties
Energy above the lowest of the compared OMol25 structures with the same formula, charge and spin ... 41.61 kcal per mole
Largest force on an atom ... 0.12240 hartree/bohr
Charge ... +1
Frontier orbital gap ... 8.865 eV

2.
Below is a gas-phase ion, C8H19N5O (charge +2) in a non-equilibrium geometry, with properties calculated with the ωB97M-V functional and the def2-TZVPD basis.

XYZ file:
```
33
C8H19N5O (the ωB97M-V functional and the def2-TZVPD basis)
C 1.689 2.818 -0.218
C 0.776 1.732 -0.726
C -0.336 1.329 -0.088
C -0.616 1.821 1.293
C -1.837 1.162 2.030
N -3.014 1.364 1.048
N -1.360 0.461 -0.703
C -1.243 -0.799 -1.067
N -2.183 -1.501 -1.659
N -0.182 -1.665 -0.605
C 1.177 -1.776 -0.537
N 2.068 -0.814 -0.343
O 1.402 -3.007 -0.309
C 2.708 -3.607 -0.404
H 2.469 2.500 0.617
H 0.989 3.568 0.270
H 2.357 3.335 -1.010
H 0.969 1.449 -1.734
H -0.708 2.828 1.285
H 0.313 1.612 1.836
H -1.703 0.006 2.036
H -1.923 1.498 3.004
H -2.656 0.987 0.100
H -3.275 2.403 1.056
H -3.824 0.841 1.091
H -2.180 -2.508 -1.694
H -2.941 -1.038 -2.076
H -0.550 -2.593 -0.532
H 1.788 0.173 -0.455
H 2.971 -0.991 -0.375
H 3.390 -3.269 0.314
H 3.012 -3.768 -1.425
H 2.455 -4.548 -0.021
```

Properties
Energy above the lowest of the compared OMol25 structures with the same formula, charge and spin ... 27.27 kcal per mole
Largest force on an atom ... 0.11262 hartree/bohr
Charge ... +2
Frontier orbital gap ... 9.339 eV

3.
Below is 2 unconnected molecules or ions with the total composition C8H19NO in a non-equilibrium geometry, with properties calculated with the ωB97M-V functional and the def2-TZVPD basis.

XYZ file:
```
29
C8H19NO (the ωB97M-V functional and the def2-TZVPD basis)
C -2.509 -0.312 2.591
C -1.366 0.667 2.509
N -0.410 0.687 1.405
C -0.735 0.737 -0.012
C 1.003 0.721 1.627
C 2.213 0.788 0.625
O 1.367 0.893 2.834
H -2.217 -1.116 2.120
H -3.216 -0.365 1.824
H -2.832 -0.544 3.703
H -1.460 1.719 2.685
H -0.611 0.116 3.289
H -1.152 1.870 -0.125
H 0.028 0.766 -0.701
H -1.653 0.036 -0.046
H 2.497 1.743 0.250
H 2.997 -0.027 0.555
H 1.867 0.447 -0.429
C 1.005 0.106 -3.008
C 0.066 -0.929 -2.499
C 0.468 -1.533 -1.116
H 0.598 1.204 -2.700
H 2.099 -0.058 -2.934
H 1.014 0.205 -4.157
H 0.164 -1.720 -3.147
H -0.893 -0.757 -2.663
H -0.308 -2.137 -0.654
H 0.937 -0.803 -0.469
H 1.042 -2.405 -1.356
```

Properties
Energy above the lowest of the compared OMol25 structures with the same formula, charge and spin ... 150.88 kcal per mole
Largest force on an atom ... 0.15032 hartree/bohr
Charge ... 0
Frontier orbital gap ... 9.476 eV